[1]
C4H6N2 | wB97M-V/def2-TZVPD

```
12
Properties=species:S:1:pos:R:3:forces:R:3
C -0.229 0.915 1.557 -0.30 0.13 -0.06
C 1.102 0.022 0.329 -0.27 -0.22 -0.37
C 0.913 -1.172 -0.381 -0.19 0.32 -0.08
N -0.062 -0.959 -1.341 0.03 0.41 0.02
C -0.555 0.291 -1.207 0.20 -0.35 0.23
N 0.128 0.931 -0.235 0.03 -0.56 0.18
H -0.219 0.027 2.194 0.10 0.20 -0.30
H -1.262 1.251 1.407 0.30 -0.08 0.00
H 0.409 1.709 1.938 -0.12 -0.27 -0.18
H 1.413 -2.134 -0.312 -0.15 0.33 -0.03
H -0.273 -1.568 -2.131 0.05 0.22 0.41
H -1.364 0.686 -1.817 0.31 -0.12 0.19
```
Forces are in eV/Å.

As for the total energy: -7220.56143 eV. As for the multiplicity: 1. The molar mass comes out at 82.106 g mol⁻¹. As for the energy above the lowest of the compared OMol25 structures with the same formula, charge and spin: 5.0295 eV.

natural (NBO) atomic charge list, values in e, 5 entries: number 1, C, carries -0.363; number 2, C, carries -0.115; number 3, C, carries -0.193; number 4, N, carries -0.470; number 5, C, carries 0.127



[2]
C4H6N2 | wB97M-V/def2-TZVPD

```
12
Properties=species:S:1:pos:R:3:forces:R:3
N 1.364 1.622 -0.961 0.10 -0.61 -0.01
C 1.498 0.401 -0.978 0.00 0.28 0.01
C 1.726 -0.887 -0.972 -0.02 0.18 0.00
N -0.911 -0.816 0.999 -0.11 0.52 0.08
C -1.685 -0.390 -0.243 -0.20 -0.07 -0.33
C -1.207 0.395 0.876 0.13 -0.40 0.16
H 1.873 -1.428 -1.894 0.04 0.08 -0.07
H 1.724 -1.433 -0.040 -0.04 0.09 0.03
H -2.729 -0.696 -0.294 0.19 0.04 0.02
H -1.133 -0.424 -1.184 -0.10 0.04 0.21
H 0.399 1.942 -1.032 -0.02 -0.01 -0.03
H -1.092 1.327 1.416 0.02 -0.14 -0.07
```
Forces are in eV/Å.

As for the total energy: -7221.66492 eV. As for the multiplicity: 1. The molar mass comes out at 82.106 g mol⁻¹. As for the energy above the lowest of the compared OMol25 structures with the same formula, charge and spin: 3.9260 eV.

natural (NBO) atomic charge list, values in e, 5 entries: number 1, N, carries -0.645; number 2, C, carries 0.426; number 3, C, carries -0.652; number 4, N, carries -0.299; number 5, C, carries -0.330



[3]
C4H6N2 | wB97M-V/def2-TZVPD

```
12
Properties=species:S:1:pos:R:3:forces:R:3
N -0.704 2.381 2.342 0.33 -0.80 -0.63
C -0.358 1.518 1.654 -0.31 0.70 0.65
C 0.000 0.402 0.815 0.11 0.12 -0.07
C -0.597 -0.963 0.616 -0.07 -0.02 -0.02
C 0.548 -1.012 -0.428 0.13 -0.28 -0.22
N 0.968 0.357 -0.027 -0.26 -0.01 0.31
H -0.502 -1.647 1.462 0.03 0.11 -0.07
H -1.620 -1.001 0.236 0.12 0.08 0.00
H 0.157 1.359 -2.791 0.04 0.03 0.05
H 0.245 -1.033 -1.479 0.00 -0.06 0.20
H 1.325 -1.759 -0.251 -0.06 0.10 -0.04
H 0.539 1.397 -2.151 -0.06 0.03 -0.15
```
Forces are in eV/Å.

As for the total energy: -7222.64190 eV. As for the multiplicity: 1. The molar mass comes out at 82.106 g mol⁻¹. As for the energy above the lowest of the compared OMol25 structures with the same formula, charge and spin: 2.9491 eV.

natural (NBO) atomic charge list, values in e, 5 entries: number 1, N, carries -0.253; number 2, C, carries 0.233; number 3, C, carries 0.135; number 4, C, carries -0.457; number 5, C, carries -0.244



[4]
C4H6N2 | wB97M-V/def2-TZVPD

```
12
Properties=species:S:1:pos:R:3:forces:R:3
N 1.912 -0.072 0.403 0.59 -0.38 -0.26
C 0.617 0.132 -0.043 -0.04 0.01 0.25
C -0.224 1.214 -0.122 0.33 -0.22 0.39
C -1.530 0.649 -0.084 -0.07 -0.50 -0.29
C -1.420 -0.728 -0.082 -0.21 -0.08 -0.17
N -0.048 -1.047 -0.130 0.68 -0.06 0.42
H 2.090 -1.097 0.267 1.12 1.91 0.04
H 2.553 0.603 0.011 0.52 -0.60 0.01
H 0.054 2.261 -0.085 -0.07 -0.29 0.11
H -2.448 1.235 -0.063 0.18 -0.44 -0.20
H -2.203 -1.449 -0.250 0.16 -0.13 0.19
H 0.654 -1.834 0.091 -3.19 0.78 -0.49
```
Forces are in eV/Å.

As for the total energy: -7224.24061 eV. As for the multiplicity: 1. The molar mass comes out at 82.106 g mol⁻¹. As for the energy above the lowest of the compared OMol25 structures with the same formula, charge and spin: 1.3504 eV.

natural (NBO) atomic charge list, values in e, 5 entries: number 1, N, carries -0.799; number 2, C, carries 0.314; number 3, C, carries -0.386; number 4, C, carries -0.262; number 5, C, carries -0.117



[5]
C4H6N2 | wB97M-V/def2-TZVPD

```
12
Properties=species:S:1:pos:R:3:forces:R:3
N -2.289 0.459 0.259 -1.86 -0.07 0.25
C -0.358 -1.024 0.142 -3.07 -0.22 1.77
C -1.081 0.039 -0.247 2.31 -0.12 -0.68
C 2.507 0.451 0.080 0.80 0.49 0.33
N 0.881 -1.361 -0.349 -1.69 -2.34 -2.25
C 1.679 -0.524 -0.142 3.18 2.70 0.41
H -3.036 -0.185 -0.004 0.05 0.32 0.37
H -2.534 1.390 -0.075 0.05 -0.48 0.12
H -0.748 -1.686 0.913 -0.17 0.01 -0.12
H -0.685 0.707 -1.010 0.41 -0.21 -0.02
H 2.170 1.473 -0.040 0.23 -0.12 -0.67
H 3.495 0.261 0.473 -0.23 0.03 0.49
```
Forces are in eV/Å.

As for the total energy: -7222.30876 eV. As for the multiplicity: 1. The molar mass comes out at 82.106 g mol⁻¹. As for the energy above the lowest of the compared OMol25 structures with the same formula, charge and spin: 3.2822 eV.

natural (NBO) atomic charge list, values in e, 5 entries: number 1, N, carries -0.824; number 2, C, carries -0.085; number 3, C, carries -0.048; number 4, C, carries -0.715; number 5, N, carries -0.463



[6]
C4H6N2 | wB97M-V/def2-TZVPD

```
12
Properties=species:S:1:pos:R:3:forces:R:3
C 1.171 0.740 -0.885 0.01 0.04 -0.01
C -0.016 0.100 -0.312 -0.02 -0.39 -0.13
N -1.460 0.377 -0.140 -0.25 0.08 -0.24
C -0.719 -0.942 -0.060 0.37 0.05 -0.24
C -0.862 -2.319 -0.239 -0.01 -1.01 -0.26
N -0.912 -3.452 -0.482 -0.08 0.96 0.37
H 0.952 0.869 -1.951 0.13 0.12 0.05
H 1.376 1.722 -0.454 -0.08 -0.10 0.00
H 2.048 0.095 -0.789 -0.16 0.09 0.03
H -0.206 1.517 2.000 0.05 0.01 0.21
H -1.868 0.472 -1.082 0.00 -0.02 0.12
H -0.696 0.959 1.980 0.05 0.17 0.11
```
Forces are in eV/Å.

As for the total energy: -7220.72168 eV. As for the multiplicity: 1. The molar mass comes out at 82.106 g mol⁻¹. As for the energy above the lowest of the compared OMol25 structures with the same formula, charge and spin: 4.8693 eV.

natural (NBO) atomic charge list, values in e, 5 entries: number 1, C, carries -0.677; number 2, C, carries 0.284; number 3, N, carries -0.574; number 4, C, carries -0.048; number 5, C, carries 0.232



[7]
C4H6N2 | wB97M-V/def2-TZVPD

```
12
Properties=species:S:1:pos:R:3:forces:R:3
C 0.476 -1.245 -0.914 -0.01 0.05 -0.10
C 0.407 -0.311 0.254 0.12 -0.26 -0.06
N 1.116 0.996 0.235 0.50 -0.05 -0.10
C -0.317 0.957 0.324 0.15 -0.10 1.71
C -1.316 1.619 -0.616 -0.33 0.28 1.14
N -1.893 2.123 0.285 -1.51 0.99 -2.44
H 0.315 -0.720 -1.859 0.03 -0.04 0.08
H 1.464 -1.719 -0.933 -0.16 0.03 -0.10
H -0.276 -2.035 -0.824 0.09 0.12 -0.01
H 0.466 -0.785 1.235 0.16 -0.08 -0.25
H 1.456 1.210 -0.700 -0.25 -0.13 -0.05
H -0.682 1.222 1.325 1.21 -0.80 0.17
```
Forces are in eV/Å.

As for the total energy: -7221.17052 eV. As for the multiplicity: 1. The molar mass comes out at 82.106 g mol⁻¹. As for the energy above the lowest of the compared OMol25 structures with the same formula, charge and spin: 4.4204 eV.

natural (NBO) atomic charge list, values in e, 5 entries: number 1, C, carries -0.629; number 2, C, carries -0.055; number 3, N, carries -0.566; number 4, C, carries -0.125; number 5, C, carries 0.124



[8]
C4H6N2 | wB97M-V/def2-TZVPD

```
12
Properties=species:S:1:pos:R:3:forces:R:3
C 3.055 -0.008 -0.166 -2.95 -0.77 -0.39
C -0.952 0.105 -0.176 2.80 1.54 0.43
C 1.498 0.401 -0.212 -0.28 1.78 -0.01
C -2.242 -0.594 0.159 3.18 -3.72 0.89
N 0.214 -0.449 -0.325 0.15 -0.75 1.22
N 4.138 -0.244 0.156 -0.57 0.27 -0.45
H 1.579 0.890 0.788 -0.95 -0.27 -0.57
H 1.294 1.224 -0.952 1.06 -0.62 0.58
H -2.204 -1.548 -0.432 -0.59 0.76 0.53
H -3.111 -0.079 0.092 -2.41 1.91 -1.12
H -2.299 -0.924 1.255 0.79 0.38 -1.29
H -0.970 1.225 -0.187 -0.23 -0.51 0.19
```
Forces are in eV/Å.

As for the total energy: -7222.67594 eV. As for the multiplicity: 1. The molar mass comes out at 82.106 g mol⁻¹. As for the energy above the lowest of the compared OMol25 structures with the same formula, charge and spin: 2.9150 eV.

natural (NBO) atomic charge list, values in e, 5 entries: number 1, C, carries 0.272; number 2, C, carries 0.146; number 3, C, carries -0.317; number 4, C, carries -0.673; number 5, N, carries -0.415



Number 1: frontier orbital gap 8.24 eV. Number 2: frontier orbital gap 10.22 eV. Number 3: frontier orbital gap 11.12 eV. Number 4: frontier orbital gap 8.18 eV. Number 5: frontier orbital gap 9.06 eV. Number 6: frontier orbital gap 9.20 eV. Number 7: frontier orbital gap 9.52 eV. Number 8: frontier orbital gap 10.66 eV.